This record from OMol25 describes a molecular structure, C16H31GaNO10. The level of theory is the ωB97M-V functional and the def2-TZVPD basis.

Structure (XYZ):
```
59
Properties=species:S:1:pos:R:3:forces:R:3:mulliken_charge:R:1
C -2.730747 -2.846116 -2.640479 -0.29 -0.28 0.31 -1.639
C -2.925713 -1.431318 -2.151749 0.13 0.09 -0.02 0.349
O -2.521802 -1.397027 -0.746402 -0.13 -0.17 -0.06 -0.548
C -2.235389 -0.334195 -2.971966 -0.09 -0.48 0.00 0.170
Ga -1.230159 -0.739121 -4.734440 0.07 0.06 -0.09 0.262
C 0.591719 0.193388 -4.639708 -0.37 0.03 -0.19 0.499
N 0.631267 1.593002 -5.144384 0.42 0.04 0.04 -0.852
H -3.206286 -2.989441 -3.605865 0.20 0.01 -0.23 0.333
H -3.204385 -3.534271 -1.935848 -0.07 -0.09 0.06 0.430
H -1.674850 -3.102986 -2.715449 0.09 0.04 -0.20 0.425
H -3.998392 -1.237595 -2.125813 -0.12 0.01 0.10 0.188
H -1.784863 -2.010532 -0.662702 0.05 0.04 -0.01 0.279
H -1.496213 0.114200 -2.308970 0.16 0.15 -0.01 -0.716
H -2.981682 0.428744 -3.183474 0.07 0.29 -0.01 0.447
H -2.065608 -0.113383 -5.984256 0.05 0.03 0.05 -0.367
H -0.971590 -2.314794 -5.033049 -0.03 -0.05 0.11 -0.324
H 1.317554 -0.382690 -5.216663 0.18 -0.11 -0.03 0.337
H 0.962475 0.205541 -3.611329 0.06 0.02 0.14 -0.670
H 0.061956 1.645352 -5.979782 -0.17 0.07 0.08 0.244
H 0.212873 2.210415 -4.459064 -0.16 -0.01 -0.04 0.305
C -2.451609 1.564593 1.769097 -0.04 0.39 -0.07 -1.560
C -1.729529 1.343070 0.469578 0.05 -0.08 0.00 1.446
C -0.220266 1.340573 0.584469 -0.11 -0.03 0.11 -0.326
O 0.192568 1.763648 -0.717063 0.13 -0.01 0.02 -0.273
C -0.814816 2.495588 -1.256816 -0.22 -0.41 0.04 0.499
O -0.719127 3.076642 -2.287902 -0.07 0.34 -0.05 -0.569
O -1.915036 2.430831 -0.473157 0.18 0.22 -0.12 -0.419
H -2.017382 2.397768 2.323353 -0.01 -0.02 0.05 0.350
H -3.507182 1.781249 1.611329 -0.02 -0.11 -0.08 0.454
H -2.366089 0.665096 2.375884 -0.03 -0.01 0.04 0.254
H -2.080474 0.436731 -0.027650 0.06 0.09 0.08 -0.364
H 0.199213 0.366794 0.808346 -0.04 -0.07 -0.08 0.148
H 0.137663 2.070031 1.316677 -0.01 -0.03 0.06 0.309
C 4.469818 0.571345 -1.972890 -0.11 0.22 0.07 -1.378
C 3.970614 -0.357951 -0.900502 -0.11 0.00 -0.16 0.404
C 2.652874 -1.050942 -1.187014 -0.03 0.09 -0.07 -0.007
O 2.138222 -1.261017 0.145986 0.00 -0.05 0.02 -0.343
C 2.652174 -0.302452 0.936150 -0.06 0.19 -0.15 0.694
O 2.265714 -0.058135 2.041050 0.15 -0.14 0.11 -0.608
O 3.630487 0.369429 0.306407 0.13 -0.14 0.07 -0.377
H 3.671992 1.227882 -2.320262 -0.03 -0.03 -0.03 0.304
H 5.277710 1.192813 -1.588572 0.07 -0.06 0.00 0.362
H 4.843478 -0.003893 -2.819134 -0.03 -0.02 -0.02 0.389
H 4.735922 -1.090754 -0.628009 0.02 0.01 0.05 0.257
H 2.747941 -2.000740 -1.703528 -0.03 -0.08 0.11 0.344
H 1.957076 -0.403928 -1.724505 0.03 0.00 -0.03 -0.228
C 1.000335 -1.170924 6.824679 -0.03 0.13 0.15 -1.484
C 0.037499 -0.699348 5.769017 0.04 0.07 0.00 0.552
C 0.570795 0.317515 4.782811 0.01 -0.08 -0.08 -0.297
O -0.626434 1.018906 4.410546 0.04 0.07 0.06 -0.189
C -1.502977 0.931510 5.435697 0.09 -0.06 0.00 0.601
O -2.519381 1.541404 5.518706 0.02 0.01 0.02 -0.550
O -1.054920 0.041214 6.357203 -0.05 -0.08 -0.04 -0.384
H 1.517328 -0.327271 7.283256 0.00 0.01 -0.01 0.351
H 0.469782 -1.707571 7.610038 -0.01 -0.07 -0.04 0.374
H 1.738764 -1.839301 6.383086 0.02 0.00 -0.02 0.377
H -0.396519 -1.549839 5.235950 -0.03 -0.01 0.00 0.279
H 1.041390 -0.104762 3.900836 -0.08 0.04 -0.06 0.185
H 1.252217 1.027023 5.258244 0.02 -0.02 0.05 0.267
```
Forces are in eV/Å.

net charge = -1
E_HOMO = -3.7 eV